C27H44CoN3OP3 | ωB97M-V/def2-TZVPD

```
! wB97M-V def2-TZVPD RIJCOSX def2/J DEFGRID3
* xyz 3 5
Co 0.504 0.099 -1.456
P 2.155 -0.661 -2.559
P -1.031 1.569 -1.401
P 1.764 0.842 0.135
O -1.287 -1.035 -3.579
N -1.479 -0.438 2.653
N -0.347 2.211 11.123
N -1.037 -0.323 4.829
C 0.166 0.064 8.306
C -0.452 1.716 10.062
C 3.498 0.498 -3.037
C -0.597 1.161 8.738
C -1.139 -2.577 -5.454
C -1.435 2.326 0.233
C -0.903 0.172 6.135
C -3.499 -1.485 -6.495
C -0.913 -1.235 -0.402
C 0.241 -2.018 -0.415
C -1.656 1.274 6.557
C -0.765 -1.567 3.017
C 3.137 -2.070 -1.882
C 2.650 2.387 -0.332
C -1.709 -1.435 -4.853
C -2.985 -2.677 -7.026
C -1.507 1.764 7.859
C -2.872 -0.862 -5.406
C -2.756 1.295 -1.946
C -1.647 0.286 3.749
C -0.007 -0.443 7.016
C -0.570 3.051 -2.372
C -1.794 -3.201 -6.518
C 1.212 1.349 1.827
C 1.783 -1.439 -4.163
C -0.468 -1.498 4.353
C 3.147 -0.208 0.756
H -1.644 1.522 0.952
H 0.779 -2.213 0.515
H -2.318 2.974 0.164
H 0.170 1.677 1.844
H 0.144 3.671 -1.817
H -2.842 0.300 -2.397
H -0.443 -0.473 -3.564
H -2.078 2.636 8.200
H -0.228 -3.021 -5.063
H -3.543 -3.204 -7.804
H -1.293 -0.808 0.543
H -4.405 -1.033 -6.910
H 1.852 2.171 2.185
H 0.444 -2.677 -1.265
H 3.911 -0.380 -0.011
H 3.623 0.295 1.612
H -0.595 2.931 0.591
H -2.373 1.734 5.880
H 1.360 -0.718 -4.870
H 4.025 -1.728 -1.346
H -0.101 2.731 -3.311
H -3.444 1.357 -1.098
H -2.164 1.227 3.858
H 4.253 0.583 -2.245
H 0.573 -1.311 6.712
H 2.736 -1.169 1.098
H 3.306 2.665 0.505
H 2.691 -1.873 -4.603
H 1.067 -2.246 -3.983
H 2.525 -2.672 -1.204
H 3.463 -2.703 -2.715
H -1.651 -1.329 -1.215
H 0.037 -2.196 4.991
H 1.928 3.196 -0.510
H -3.044 2.055 -2.688
H -3.297 0.032 -4.936
H -1.396 -4.132 -6.925
H -1.469 3.639 -2.601
H 3.986 0.125 -3.948
H 3.080 1.489 -3.248
H 1.313 0.487 2.501
H -0.489 -2.345 2.317
H 0.886 -0.398 8.986
H 3.260 2.238 -1.231
*
```

Calculated values
Strongest force on any atom in hartree/bohr: 0.096
Kohn-Sham gap (spin up / spin down) in hartree: 0.232 / 0.092
HOMO level (spin up / spin down) in eV: -14.93 / -14.93
LUMO level (spin up / spin down) in Ha: -0.3165 / -0.4563
Expectation value of S²: 6.052